1.
The following is a DFT calculation (ωB97M-V/def2-TZVPD) of a 2-piece molecular cluster, C4H15N3O overall.

Values from the calculation:
* charge: +2
* energy above the lowest of the compared OMol25 structures with the same formula, charge and spin: 47.10 kcal per mole
* HOMO energy: -18.285 eV

XYZ file:
```
23
Properties=species:S:1:pos:R:3:forces:R:3:lowdin_charge:R:1
C 0.5018 -1.2245 -0.0595 -0.032 -0.379 -1.154 -0.140
C -0.0863 -0.6192 1.1834 -1.713 0.280 1.198 -0.171
C -0.5061 0.8331 0.8762 -2.272 -0.093 4.585 -0.172
N -1.6720 3.3240 0.4427 -2.465 0.479 -0.448 0.169
C -2.5331 2.2630 0.4835 5.900 -1.581 1.101 -0.028
N -1.9898 1.0113 0.7517 -2.198 1.964 -1.575 0.046
N 2.0086 -0.9475 -0.2839 -0.138 -3.325 -1.713 0.191
H 0.4624 -2.2950 0.1013 0.026 -0.256 -0.643 0.125
H -0.1203 -0.9216 -1.0467 1.732 -0.737 2.316 0.198
H -0.9475 -1.2946 1.5239 0.547 1.116 -1.069 0.157
H 0.3998 -0.6599 2.1866 0.849 0.028 -1.202 0.145
H -0.0145 1.2248 0.0620 0.956 0.786 -2.195 0.083
H -0.2554 1.5059 1.7753 -0.105 -0.978 -1.192 0.160
H -2.0581 4.3099 0.2410 0.845 -2.221 0.511 0.189
H -0.6430 3.2488 0.5922 -1.531 -0.012 -0.169 0.132
H -3.5734 2.2452 0.3480 -1.266 0.872 -0.270 0.145
H -2.7206 0.2549 0.6174 1.800 0.820 0.442 0.190
H 2.3208 -0.0111 -0.2716 0.586 1.340 0.774 0.143
H 2.2487 -1.2788 -1.2513 -0.727 0.133 -0.212 0.125
H 2.6462 -1.6748 0.1474 -0.802 1.521 0.686 0.206
H 1.8981 -3.7910 -2.3806 1.282 3.673 -1.084 0.167
H 2.4212 -2.7189 -3.4617 0.728 -0.076 -3.205 0.006
O 2.2125 -2.7841 -2.5773 -2.003 -3.352 4.517 -0.068
```
Positions in Å, forces in eV/Å.


2.
The following is a DFT calculation (ωB97M-V/def2-TZVPD) of a 2-piece molecular cluster, C4H15N4 overall.

Values from the calculation:
* charge: +1
* energy above the lowest of the compared OMol25 structures with the same formula, charge and spin: 56.56 kcal per mole
* HOMO energy: -12.383 eV

XYZ file:
```
23
Properties=species:S:1:pos:R:3:forces:R:3:lowdin_charge:R:1
C -0.6355 -1.6846 1.4871 0.115 0.102 -0.029 -0.278
N -0.5972 -2.3603 0.2050 -0.146 0.180 0.026 0.025
C 0.3976 -0.5668 1.4342 -0.040 -0.066 0.083 -0.148
N 0.5027 0.0981 2.7904 -0.092 -0.109 0.019 0.195
H -0.3521 -2.3960 2.2671 -0.028 -0.049 0.014 0.124
H -1.6137 -1.2597 1.7609 0.011 -0.022 0.005 0.123
H -1.2325 -3.1478 0.1869 0.067 -0.075 0.049 0.090
H -0.8972 -1.7262 -0.5272 0.003 -0.077 -0.049 0.055
H 0.1211 0.2131 0.7276 0.048 0.080 -0.049 0.102
H 1.3859 -0.9501 1.1871 -0.044 -0.019 -0.008 0.142
H 1.2415 0.7997 2.8129 0.055 0.061 -0.030 0.173
H -0.3742 0.5576 3.0427 -0.010 0.001 -0.004 0.173
H 0.7032 -0.5973 3.5128 0.028 0.037 0.012 0.172
C 0.4356 -0.1302 -2.3454 -0.193 0.000 -0.094 -0.131
N 0.1056 2.4324 -1.1877 -0.160 0.056 -0.294 0.016
C -0.3311 2.0712 -2.5364 -0.071 0.459 0.584 -0.268
N -0.2425 0.9379 -3.0521 0.310 -0.221 -0.191 0.001
H 1.3683 -0.3541 -2.8603 0.014 -0.031 -0.061 0.090
H -0.1789 -1.0287 -2.3936 0.028 -0.025 -0.105 0.066
H 0.6622 0.1139 -1.3112 0.082 0.003 0.126 0.023
H 0.9240 3.0310 -1.2759 0.143 -0.134 0.033 0.078
H -0.6045 3.0621 -0.8237 -0.009 0.018 0.031 0.065
H -0.7884 2.8847 -3.1014 -0.111 -0.167 -0.068 0.112
```
Positions in Å, forces in eV/Å.


3.
The following is a DFT calculation (ωB97M-V/def2-TZVPD) of a 2-piece molecular cluster, C4H15N4 overall.

Values from the calculation:
* charge: +1
* energy above the lowest of the compared OMol25 structures with the same formula, charge and spin: 34.65 kcal per mole
* HOMO energy: -12.408 eV

XYZ file:
```
23
Properties=species:S:1:pos:R:3:forces:R:3:lowdin_charge:R:1
C -0.9359 -1.6331 0.5689 0.039 0.075 -0.066 -0.234
C -0.7025 -0.6294 1.6827 -0.190 -0.189 0.185 -0.299
N -1.9855 -0.0538 2.0629 0.163 -0.018 0.000 0.006
N 0.3542 -2.1594 0.0584 -0.119 0.176 0.065 0.009
H -1.5809 -2.4294 0.9364 -0.017 -0.145 -0.014 0.121
H -1.4616 -1.1405 -0.2498 0.032 -0.026 -0.005 0.112
H -0.1878 -1.1359 2.5123 0.061 0.049 -0.015 0.117
H -0.0490 0.1683 1.3386 0.088 0.142 -0.122 0.098
H -1.8545 0.8173 2.5595 -0.074 -0.043 0.059 0.073
H -2.4895 -0.6857 2.6742 -0.060 0.111 -0.016 0.079
H 0.9091 -2.5397 0.8212 -0.051 -0.036 -0.010 0.116
H 0.1974 -2.9179 -0.5962 -0.036 -0.104 0.024 0.116
C 0.9498 2.1290 -1.2194 0.122 0.520 -0.124 -0.194
C 0.6538 0.8694 -1.5123 0.068 -0.156 -0.001 -0.146
N 1.5821 -0.2329 -1.2755 -0.348 0.003 0.050 0.110
N 0.1468 3.2105 -1.5008 0.041 -0.111 0.548 0.077
H 1.9148 2.4036 -0.7950 -0.070 -0.171 -0.028 0.132
H -0.2754 0.5719 -1.9656 -0.142 -0.082 -0.053 0.119
H 1.8821 -0.6391 -2.1603 0.104 -0.048 -0.024 0.150
H 2.4170 0.0859 -0.7911 0.043 0.011 0.053 0.147
H 1.0502 -1.0683 -0.6493 0.400 -0.039 -0.144 0.085
H -0.8356 3.0043 -1.6055 -0.018 0.082 -0.150 0.103
H 0.3008 4.0049 -0.8944 -0.035 -0.002 -0.213 0.102
```
Positions in Å, forces in eV/Å.


Number 1: frontier orbital gap 0.4228 Ha. Number 2: frontier orbital gap 0.3160 Ha. Number 3: frontier orbital gap 0.3544 Ha.